Run 1
Formula: C7H15N2OS
Source: OMol25
Level of theory: ωB97M-V/def2-TZVPD

Each atom is followed by the atoms it is bonded to, with distances in Å.
Positions of all 26 atoms, in Å:
1 C -0.054 3.289 0.552  N2 1.447, H12 1.192, H13 1.003, H14 1.009
2 N -0.631 2.150 1.232  C1 1.447, S3 1.541
3 S -1.228 0.876 0.601  N2 1.541, C4 1.938, O5 1.420, C6 1.965
4 C -2.018 -0.173 2.027  S3 1.938, H15 0.992, H16 1.087, H17 0.988
5 O -2.143 0.992 -0.478  S3 1.420
6 C -0.149 -0.645 -0.018  S3 1.965, N7 1.295, C11 1.444
7 N 0.402 -0.657 -1.191  C6 1.295, C8 1.466, C9 1.420
8 C -0.157 0.003 -2.374  N7 1.466, H18 1.125, H19 1.089, H20 1.099
9 C 1.380 -1.667 -1.391  N7 1.420, C10 1.622, H21 1.115, H22 1.065
10 C 1.713 -2.095 0.138  C9 1.622, C11 1.547, H23 1.114, H24 1.167
11 C 0.611 -1.387 0.959  C6 1.444, C10 1.547, H25 1.059, H26 1.109
12 H -0.605 3.662 -0.437  C1 1.192
13 H -0.165 4.119 1.105  C1 1.003
14 H 0.938 3.128 0.460  C1 1.009
15 H -2.736 0.424 2.361  C4 0.992
16 H -1.226 -0.225 2.768  C4 1.087
17 H -2.303 -0.943 1.476  C4 0.988
18 H 0.757 0.490 -2.813  C8 1.125
19 H -0.653 0.948 -2.156  C8 1.089
20 H -0.563 -0.712 -3.103  C8 1.099
21 H 2.237 -1.299 -2.002  C9 1.115
22 H 1.190 -2.600 -1.869  C9 1.065
23 H 2.575 -1.576 0.617  C10 1.114
24 H 1.750 -3.251 0.297  C10 1.167
25 H 1.044 -0.737 1.675  C11 1.059
26 H 0.033 -2.114 1.565  C11 1.109

Summary:
* SMILES string: CN=[S@@](C)(=O)C1=[N+](C)CCC1
* 2S+1: 1
* E_HOMO: -13.6 eV
* Kohn-Sham gap: 8.69 eV
* total charge: +1

Atom charges from the natural (NBO) analysis, given in e for atoms 1 to 4: number 1, C, carries -0.420; number 2, N, carries -0.802; number 3, S, carries 1.891; number 4, C, carries -0.664

***

Run 2
Formula: C7H15N2OS
Source: OMol25
Level of theory: ωB97M-V/def2-TZVPD

Each atom is followed by the atoms it is bonded to, with distances in Å.
Positions of all 26 atoms, in Å:
1 C 0.099 2.657 -0.236  C2 1.449, H12 1.100, H13 1.024, H14 1.055
2 C 0.403 1.285 0.114  C1 1.449, C3 1.486, C4 1.347
3 C 1.249 1.000 1.303  C2 1.486, H15 1.128, H16 1.089, H17 1.149
4 C -0.023 0.316 -0.718  C2 1.347, N5 1.445, H18 1.078
5 N -0.155 -1.085 -0.391  C4 1.445, C6 1.455, C7 1.590, H19 0.977
6 C 0.624 -2.026 -1.182  N5 1.455, H20 1.076, H21 1.071, H22 1.146
7 C -1.680 -1.525 -0.306  N5 1.590, C8 1.470, H23 1.135, H24 1.173
8 C -2.215 -1.012 0.964  C7 1.470, S9 1.843, H25 1.040, H26 1.153
9 S -3.960 -0.418 0.947  C8 1.843, N10 1.639
10 N -3.662 0.660 -0.251  S9 1.639, O11 1.188
11 O -4.473 1.327 -0.807  N10 1.188
12 H -0.848 3.124 0.071  C1 1.100
13 H 0.341 2.869 -1.208  C1 1.024
14 H 0.850 3.154 0.314  C1 1.055
15 H 1.197 1.779 2.116  C3 1.128
16 H 2.285 0.927 0.975  C3 1.089
17 H 0.953 -0.084 1.540  C3 1.149
18 H -0.567 0.584 -1.609  C4 1.078
19 H 0.269 -1.174 0.485  N5 0.977
20 H 0.212 -2.204 -2.161  C6 1.076
21 H 1.673 -1.857 -1.308  C6 1.071
22 H 0.441 -3.030 -0.662  C6 1.146
23 H -1.674 -2.635 -0.545  C7 1.135
24 H -2.095 -0.924 -1.224  C7 1.173
25 H -2.342 -1.779 1.656  C8 1.040
26 H -1.430 -0.263 1.351  C8 1.153

Summary:
* SMILES string: CC(C)=C[N@H+](C)CCSN=O
* 2S+1: 1
* E_HOMO: -12.2 eV
* Kohn-Sham gap: 8.88 eV
* total charge: +1

Atom charges from the natural (NBO) analysis, given in e for atoms 1 to 4: number 1, C, carries -0.662; number 2, C, carries 0.104; number 3, C, carries -0.645; number 4, C, carries -0.117

***

So which one wins? Going from most stable to least: run 2, run 1.

***

Run 1
Formula: C19H23NO4
Source: OMol25
Level of theory: ωB97M-V/def2-TZVPD

Each atom is followed by the atoms it is bonded to, with distances in Å.
Positions of all 47 atoms, in Å:
1 C 3.320 0.024 1.849  O2 1.406, H25 1.094, H26 1.089, H27 1.095
2 O 2.460 -1.088 1.844  C1 1.406, C3 1.366
3 C 1.613 -1.256 0.785  O2 1.366, C4 1.384, C22 1.411
4 C 1.511 -0.364 -0.268  C3 1.384, C5 1.392, H28 1.077
5 C 0.624 -0.622 -1.309  C4 1.392, C6 1.493, C18 1.379
6 C 0.413 0.329 -2.441  C5 1.493, O7 1.215, N8 1.360
7 O 0.070 -0.028 -3.550  C6 1.215
8 N 0.624 1.633 -2.119  C6 1.360, C9 1.445, H29 1.008
9 C 0.157 2.692 -2.985  N8 1.445, C10 1.533, H30 1.093, H31 1.093
10 C -1.349 2.942 -2.844  C9 1.533, C11 1.534, H32 1.091, H33 1.092
11 C -1.754 3.490 -1.470  C10 1.534, C12 1.504, H34 1.093, H35 1.094
12 C -1.490 2.530 -0.342  C11 1.504, C13 1.391, C17 1.391
13 C -2.137 1.300 -0.290  C12 1.391, C14 1.383, H36 1.080
14 C -1.876 0.406 0.732  C13 1.383, C15 1.385, H37 1.080
15 C -0.972 0.732 1.729  C14 1.385, C16 1.384, H38 1.079
16 C -0.332 1.958 1.697  C15 1.384, C17 1.385, H39 1.081
17 C -0.587 2.848 0.667  C12 1.391, C16 1.385, H40 1.082
18 C -0.122 -1.782 -1.300  C5 1.379, C19 1.397, H41 1.078
19 C -0.044 -2.692 -0.243  C18 1.397, O20 1.356, C22 1.399
20 O -0.855 -3.770 -0.387  C19 1.356, C21 1.411
21 C -0.828 -4.848 0.523  O20 1.411, H42 1.091, H43 1.090, H44 1.093
22 C 0.816 -2.420 0.826  C3 1.411, C19 1.399, O23 1.384
23 O 0.938 -3.302 1.885  C22 1.384, C24 1.413
24 C 0.528 -2.810 3.145  O23 1.413, H45 1.089, H46 1.092, H47 1.097
25 H 3.991 0.017 0.985  C1 1.094
26 H 3.908 -0.066 2.761  C1 1.089
27 H 2.760 0.965 1.870  C1 1.095
28 H 2.141 0.510 -0.303  C4 1.077
29 H 0.705 1.863 -1.141  N8 1.008
30 H 0.370 2.384 -4.011  C9 1.093
31 H 0.722 3.599 -2.756  C9 1.093
32 H -1.866 2.001 -3.038  C10 1.091
33 H -1.652 3.657 -3.611  C10 1.092
34 H -1.221 4.426 -1.286  C11 1.093
35 H -2.824 3.715 -1.496  C11 1.094
36 H -2.850 1.040 -1.058  C13 1.080
37 H -2.381 -0.548 0.750  C14 1.080
38 H -0.772 0.038 2.531  C15 1.079
39 H 0.365 2.226 2.478  C16 1.081
40 H -0.082 3.804 0.649  C17 1.082
41 H -0.793 -1.996 -2.116  C18 1.078
42 H 0.184 -5.231 0.665  C21 1.091
43 H -1.453 -5.617 0.068  C21 1.090
44 H -1.249 -4.571 1.493  C21 1.093
45 H 0.670 -3.634 3.842  C24 1.089
46 H 1.128 -1.956 3.463  C24 1.092
47 H -0.532 -2.526 3.129  C24 1.097

Summary:
* SMILES string: COc1cc(C(=O)NCCCc2ccccc2)cc(OC)c1OC
* 2S+1: 1
* E_HOMO: -8.3 eV
* Kohn-Sham gap: 8.98 eV

Atom charges from the natural (NBO) analysis, given in e for atoms 1 to 4: number 1, C, carries -0.250; number 2, O, carries -0.515; number 3, C, carries 0.351; number 4, C, carries -0.333

***

Run 2
Formula: C19H23NO4
Source: OMol25
Level of theory: ωB97M-V/def2-TZVPD

Each atom is followed by the atoms it is bonded to, with distances in Å.
Positions of all 47 atoms, in Å:
1 C 3.654 0.984 1.822  O2 1.407, H25 1.089, H26 1.095, H27 1.094
2 O 2.833 0.233 0.962  C1 1.407, C3 1.366
3 C 1.763 -0.432 1.489  O2 1.366, C4 1.384, C10 1.410
4 C 1.385 -0.350 2.818  C3 1.384, C5 1.387, H28 1.078
5 C 0.273 -1.057 3.253  C4 1.387, C6 1.372, H29 1.080
6 C -0.447 -1.828 2.377  C5 1.372, C7 1.403, H30 1.078
7 C -0.074 -1.931 1.028  C6 1.403, O8 1.354, C10 1.395
8 O -0.921 -2.708 0.313  C7 1.354, C9 1.409
9 C -0.768 -2.913 -1.073  O8 1.409, H31 1.093, H32 1.090, H33 1.092
10 C 1.044 -1.230 0.576  C3 1.410, C7 1.395, C11 1.506
11 C 1.560 -1.241 -0.839  C10 1.506, O12 1.215, N13 1.350
12 O 1.989 -2.220 -1.417  C11 1.215
13 N 1.498 -0.013 -1.396  C11 1.350, C14 1.439, H34 1.008
14 C 1.767 0.282 -2.779  N13 1.439, C15 1.542, H35 1.094, H36 1.092
15 C 0.466 0.666 -3.512  C14 1.542, O16 1.414, H37 1.092, H38 1.096
16 O -0.178 1.760 -2.888  C15 1.414, C17 1.381
17 C -0.882 1.480 -1.733  O16 1.381, C18 1.393, C24 1.388
18 C -0.570 2.215 -0.591  C17 1.393, C19 1.386, H39 1.081
19 C -1.209 1.954 0.610  C18 1.386, C20 1.498, C21 1.388
20 C -0.835 2.693 1.859  C19 1.498, H40 1.090, H41 1.087, H42 1.089
21 C -2.182 0.965 0.653  C19 1.388, C22 1.387, H43 1.080
22 C -2.542 0.258 -0.486  C21 1.387, C23 1.498, C24 1.389
23 C -3.609 -0.790 -0.413  C22 1.498, H44 1.089, H45 1.088, H46 1.087
24 C -1.882 0.519 -1.680  C17 1.388, C22 1.389, H47 1.081
25 H 4.451 1.378 1.193  C1 1.089
26 H 3.106 1.817 2.276  C1 1.095
27 H 4.090 0.363 2.609  C1 1.094
28 H 1.941 0.249 3.520  C4 1.078
29 H -0.026 -0.993 4.288  C5 1.080
30 H -1.317 -2.379 2.696  C6 1.078
31 H -0.777 -1.964 -1.615  C9 1.093
32 H -1.630 -3.510 -1.370  C9 1.090
33 H 0.153 -3.452 -1.306  C9 1.092
34 H 1.200 0.757 -0.818  N13 1.008
35 H 2.479 1.110 -2.845  C14 1.094
36 H 2.200 -0.611 -3.235  C14 1.092
37 H 0.698 0.998 -4.527  C15 1.092
38 H -0.193 -0.207 -3.565  C15 1.096
39 H 0.185 2.985 -0.661  C18 1.081
40 H -0.387 2.003 2.574  C20 1.090
41 H -0.126 3.488 1.646  C20 1.087
42 H -1.718 3.128 2.324  C20 1.089
43 H -2.673 0.745 1.589  C21 1.080
44 H -3.226 -1.667 0.106  C23 1.089
45 H -4.469 -0.422 0.144  C23 1.088
46 H -3.935 -1.089 -1.406  C23 1.087
47 H -2.160 -0.022 -2.573  C24 1.081

Summary:
* SMILES string: COc1cccc(OC)c1C(=O)NCCOc1cc(C)cc(C)c1
* 2S+1: 1
* E_HOMO: -8.3 eV
* Kohn-Sham gap: 8.99 eV

Atom charges from the natural (NBO) analysis, given in e for atoms 1 to 4: number 1, C, carries -0.249; number 2, O, carries -0.504; number 3, C, carries 0.349; number 4, C, carries -0.344

***

So which one wins? Going from most stable to least: run 2, run 1.

***

Run 1
Formula: C3H7N
Source: OMol25
Level of theory: ωB97M-V/def2-TZVPD

Each atom is followed by the atoms it is bonded to, with distances in Å.
Positions of all 11 atoms, in Å:
1 N -1.621 -0.255 0.468  C2 1.494, H5 1.019, H6 1.017
2 C -0.718 0.149 -0.652  N1 1.494, C4 1.492, H7 1.089, H8 1.101
3 C 1.498 0.307 0.585  C4 1.420, H9 1.089, H10 1.092
4 C 0.732 -0.171 -0.512  C2 1.492, C3 1.420, H11 1.090
5 H -1.597 -1.273 0.512  N1 1.019
6 H -1.136 0.032 1.314  N1 1.017
7 H -1.100 -0.325 -1.555  C2 1.089
8 H -0.868 1.235 -0.759  C2 1.101
9 H 2.569 0.116 0.607  C3 1.089
10 H 1.184 1.252 1.033  C3 1.092
11 H 1.056 -1.066 -1.041  C4 1.090

Summary:
* ⟨S²⟩: 0.7536
* 2S+1: 2
* E_HOMO (spin up / spin down): 0.9 / -2.7 eV
* Kohn-Sham gap (spin up / spin down): 4.28 / 7.75 eV
* total charge: -1

Atom charges from the natural (NBO) analysis, given in e for atoms 1 to 4: number 1, N, carries -0.889; number 2, C, carries -0.270; number 3, C, carries -0.763; number 4, C, carries -0.477

***

Run 2
Formula: C3H7N
Source: OMol25
Level of theory: ωB97M-V/def2-TZVPD

Each atom is followed by the atoms it is bonded to, with distances in Å.
Positions of all 11 atoms, in Å:
1 C -1.081 -2.563 -2.732  C2 1.326, H3 1.078, H4 1.085
2 C -2.262 -3.135 -2.540  C1 1.326, H5 1.085, H6 1.079
3 H -0.746 -2.136 -3.663  C1 1.078
4 H -0.363 -2.502 -1.922  C1 1.085
5 H -3.005 -3.064 -3.328  C2 1.085
6 H -2.557 -3.623 -1.625  C2 1.079
7 C 1.260 3.304 2.787  N8 1.346, H9 1.102, H10 1.096
8 N 2.031 2.295 2.342  C7 1.346, H11 1.018
9 H 0.488 3.617 2.066  C7 1.102
10 H 1.351 3.982 3.642  C7 1.096
11 H 2.867 2.045 2.867  N8 1.018

Summary:
* ⟨S²⟩: 0.7534
* 2S+1: 2
* E_HOMO (spin up / spin down): 1.4 / -2.6 eV
* Kohn-Sham gap (spin up / spin down): 1.74 / 5.68 eV
* total charge: -1

Atom charges from the natural (NBO) analysis, given in e for atoms 1 to 4: number 1, C, carries -0.371; number 2, C, carries -0.396; number 3, H, carries 0.191; number 4, H, carries 0.198

***

So which one wins? Going from most stable to least: run 1, run 2.

***

Run 1
Formula: C10H10S2
Source: OMol25
Level of theory: ωB97M-V/def2-TZVPD

Each atom is followed by the atoms it is bonded to, with distances in Å.
Positions of all 22 atoms, in Å:
1 S -3.953 2.426 0.479  C2 1.610
2 C -2.592 1.570 0.383  S1 1.610, C3 1.496, C11 1.493
3 C -1.154 1.928 0.587  C2 1.496, C4 1.543, H13 1.091, H14 1.090
4 C -0.805 0.448 0.846  C3 1.543, C5 1.490, C11 1.691, H15 1.089
5 C 0.350 -0.168 0.134  C4 1.490, C6 1.389, C10 1.391
6 C 0.212 -1.374 -0.541  C5 1.389, C7 1.383, H16 1.080
7 C 1.290 -1.942 -1.194  C6 1.383, C8 1.384, H17 1.080
8 C 2.529 -1.326 -1.153  C7 1.384, C9 1.385, H18 1.080
9 C 2.681 -0.137 -0.458  C8 1.385, C10 1.384, H19 1.081
10 C 1.597 0.447 0.173  C5 1.391, C9 1.384, H20 1.080
11 C -2.349 0.104 0.247  C2 1.493, C4 1.691, S12 1.807, H21 1.089
12 S -3.396 -1.051 1.161  C11 1.807, H22 1.332
13 H -0.688 2.319 -0.319  C3 1.091
14 H -0.982 2.630 1.402  C3 1.090
15 H -0.796 0.211 1.910  C4 1.089
16 H -0.742 -1.879 -0.543  C6 1.080
17 H 1.155 -2.869 -1.731  C7 1.080
18 H 3.376 -1.770 -1.653  C8 1.080
19 H 3.651 0.338 -0.406  C9 1.081
20 H 1.722 1.377 0.707  C10 1.080
21 H -2.287 -0.222 -0.790  C11 1.089
22 H -4.324 -0.141 1.454  S12 1.332

Summary:
* SMILES string: S=C1C[C@H](c2ccccc2)[C@H]1S
* 2S+1: 1
* E_HOMO: -8.9 eV
* Kohn-Sham gap: 8.52 eV

Atom charges from the natural (NBO) analysis, given in e for atoms 1 to 4: number 1, S, carries 0.073; number 2, C, carries -0.044; number 3, C, carries -0.497; number 4, C, carries -0.202

***

Run 2
Formula: C10H10S2
Source: OMol25
Level of theory: ωB97M-V/def2-TZVPD

Each atom is followed by the atoms it is bonded to, with distances in Å.
Positions of all 22 atoms, in Å:
1 C 0.459 -1.518 2.713  C2 1.392, C3 1.390, H13 1.079
2 C 1.381 -1.545 1.671  C1 1.392, C4 1.376, H14 1.080
3 C -0.766 -0.881 2.555  C1 1.390, C5 1.376, H15 1.080
4 C 1.100 -0.960 0.458  C2 1.376, C6 1.407, H16 1.078
5 C -1.062 -0.282 1.352  C3 1.376, C6 1.415, C7 1.493
6 C -0.141 -0.321 0.278  C4 1.407, C5 1.415, C10 1.400
7 C -2.315 0.466 1.038  C5 1.493, S11 1.828, H17 1.091, H18 1.093
8 C 0.154 0.431 -2.265  C9 1.580, C10 1.591, H19 1.093, H20 1.093
9 C 1.105 1.628 -2.664  C8 1.580, H21 1.078, H22 1.078
10 C -0.626 0.289 -0.885  C6 1.400, C8 1.591, S11 1.713
11 S -2.186 0.975 -0.713  C7 1.828, C10 1.713
12 S 2.500 2.172 -4.636  no bonds
13 H 0.695 -1.994 3.652  C1 1.079
14 H 2.332 -2.036 1.816  C2 1.080
15 H -1.477 -0.854 3.368  C3 1.080
16 H 1.813 -0.984 -0.350  C4 1.078
17 H -3.218 -0.133 1.166  C7 1.091
18 H -2.412 1.373 1.639  C7 1.093
19 H -0.626 0.393 -3.029  C8 1.093
20 H 0.747 -0.483 -2.342  C8 1.093
21 H 0.571 2.555 -2.795  C9 1.078
22 H 1.971 1.709 -2.027  C9 1.078

Summary:
* 2S+1: 1
* E_HOMO (spin up / spin down): -9.2 / -6.6 eV
* Kohn-Sham gap (spin up / spin down): 8.35 / 4.86 eV

Atom charges from the natural (NBO) analysis, given in e for atoms 1 to 4: number 1, C, carries -0.216; number 2, C, carries -0.204; number 3, C, carries -0.229; number 4, C, carries -0.194

***

So which one wins? Going from most stable to least: run 1, run 2.